Entry 1:
{
  "formula": "CH2N4O",
  "method": "wB97M-V/def2-TZVPD",
  "elements": ["C", "H", "H", "N", "N", "N", "N", "O"],
  "xyz": [[0.5507, -0.0451, 0.0539], [2.1759, -0.8862, -0.2206], [-0.7420, 1.6848, 0.5944], [1.8623, 0.0594, -0.1573], [-0.2002, -1.1870, 0.0643], [-1.4140, -0.8941, -0.0908], [-0.4496, 1.0116, -0.0794], [-1.7832, 0.2566, -0.1644]],
  "forces_ev_per_a": [[2.41, 2.82, -1.36], [0.48, -0.92, 0.19], [0.81, 0.68, 0.80], [-4.57, 0.95, 0.99], [-1.57, -0.91, -0.27], [0.10, -7.31, 0.44], [-0.10, -0.09, -0.79], [2.45, 4.78, -0.01]],
  "smiles": "[H]/N=c1\\nno[nH]1",
  "homo_energy_ev": -10.05,
  "de_lowest_kcal_mol": 90.2
}

=====

Entry 2:
{
  "formula": "C44H44AsBrN5O3RbS",
  "method": "wB97M-V/def2-TZVPD",
  "elements": ["Rb", "C", "C", "N", "O", "C", "C", "N", "O", "H", "H", "H", "H", "H", "H", "H", "S", "C", "C", "C", "C", "C", "C", "As", "C", "C", "C", "C", "C", "C", "C", "C", "C", "C", "C", "C", "H", "H", "H", "H", "H", "H", "H", "H", "H", "H", "H", "H", "H", "H", "Br", "C", "C", "C", "C", "C", "C", "N", "C", "C", "C", "C", "C", "C", "N", "H", "H", "H", "H", "H", "H", "H", "H", "H", "C", "N", "C", "C", "C", "O", "H", "H", "H", "H", "H", "H", "H", "H", "H", "C", "C", "C", "C", "C", "C", "H", "H", "H", "H", "H"],
  "xyz": [[0.0122, -0.2106, 0.1244], [-1.3647, 2.7979, 4.1063], [-0.7755, 2.2459, 2.8328], [-1.3100, 1.2338, 2.2524], [-2.3951, 0.6892, 2.8970], [0.4681, 2.8338, 2.2954], [0.7925, 4.2848, 2.5107], [1.2866, 2.0669, 1.6348], [2.3919, 2.6097, 1.1893], [-1.6321, 1.9672, 4.7619], [-2.2948, 3.3387, 3.9098], [-0.6663, 3.4688, 4.6066], [-2.3534, -0.4435, 2.6228], [-0.0812, 4.8536, 2.8352], [1.1724, 4.6999, 1.5744], [1.5941, 4.4215, 3.2466], [-1.8028, 1.5006, -3.3363], [-0.9877, 2.8986, -3.9748], [-1.6878, 3.9102, -4.6604], [-1.0508, 5.0356, -5.1491], [0.3182, 5.2071, -4.9686], [1.0336, 4.2231, -4.3007], [0.4080, 3.0756, -3.8248], [1.3393, 1.7113, -2.7875], [3.1644, 2.4600, -2.8173], [3.7115, 2.8394, -1.5931], [5.0058, 3.3533, -1.5422], [5.7573, 3.4868, -2.6995], [5.2150, 3.1052, -3.9233], [3.9270, 2.5946, -3.9780], [1.6987, 0.3763, -4.1937], [2.6456, -0.6081, -3.9215], [2.9579, -1.5810, -4.8622], [2.3120, -1.5905, -6.0908], [1.3582, -0.6191, -6.3674], [1.0546, 0.3585, -5.4277], [-2.7570, 3.7876, -4.7851], [-1.6291, 5.7949, -5.6662], [0.8202, 6.0945, -5.3356], [2.0982, 4.3545, -4.1476], [3.1435, 2.7212, -0.6676], [5.4206, 3.6396, -0.5830], [6.7657, 3.8832, -2.6536], [5.7970, 3.2054, -4.8328], [3.5079, 2.2957, -4.9329], [3.1584, -0.6095, -2.9639], [3.7036, -2.3332, -4.6309], [2.5499, -2.3492, -6.8280], [0.8436, -0.6205, -7.3217], [0.3038, 1.1057, -5.6472], [2.3423, -0.1344, 7.6864], [2.1838, -0.7520, 5.8903], [2.9877, -1.7991, 5.4736], [2.8794, -2.2476, 4.1670], [1.9734, -1.6502, 3.2917], [1.1407, -0.6329, 3.7486], [1.2575, -0.1657, 5.0470], [1.8060, -2.0549, 1.9505], [2.7663, -2.5463, 1.2940], [2.5705, -3.0298, -0.0930], [3.5686, -3.7632, -0.7232], [3.3335, -4.2357, -2.0070], [2.1255, -3.9485, -2.6138], [1.1938, -3.1857, -1.9143], [1.4096, -2.7424, -0.6841], [3.6796, -2.2641, 6.1625], [3.4804, -3.0880, 3.8425], [0.3933, -0.2052, 3.0926], [0.6202, 0.6382, 5.3883], [3.7796, -2.6503, 1.7009], [4.5044, -3.9577, -0.2140], [4.0903, -4.8113, -2.5263], [1.9068, -4.2764, -3.6209], [0.2399, -2.9046, -2.3490], [-4.5546, -0.6151, -3.2832], [-3.4065, -1.4419, -2.9398], [-2.6762, -2.0802, -4.0204], [-2.7597, -1.2995, -1.7517], [-3.4175, -0.4420, -0.7016], [-1.6713, -1.8366, -1.5556], [-4.7852, -0.7711, -4.3351], [-4.3359, 0.4453, -3.1502], [-5.4351, -0.8895, -2.6973], [-3.3827, -2.4160, -4.7801], [-2.1340, -2.9389, -3.6305], [-1.9589, -1.3871, -4.4730], [-4.4987, -0.5716, -0.6747], [-3.2058, 0.6062, -0.9321], [-3.0136, -0.6855, 0.2799], [-2.8726, -4.5542, 3.3341], [-1.9736, -4.2463, 2.3206], [-1.7170, -2.9183, 1.9837], [-2.3284, -1.8266, 2.6268], [-3.2260, -2.1934, 3.6443], [-3.5046, -3.5104, 3.9994], [-3.0785, -5.5867, 3.5982], [-1.4690, -5.0457, 1.7841], [-1.0054, -2.7628, 1.1761], [-3.7336, -1.4019, 4.1952], [-4.2090, -3.7256, 4.7990]],
  "forces_ev_per_a": [[-0.03, 0.28, -0.02], [0.02, 0.02, -0.04], [-0.05, 0.04, 0.04], [-0.19, -0.32, 0.17], [0.01, 1.29, 0.18], [0.05, 0.01, -0.03], [-0.01, 0.00, -0.02], [-0.05, -0.15, 0.13], [0.03, 0.03, -0.05], [0.00, -0.01, 0.00], [-0.01, 0.00, 0.00], [0.00, 0.00, 0.00], [0.45, -0.53, -0.33], [0.00, -0.01, 0.01], [0.00, 0.00, 0.00], [0.01, 0.00, -0.01], [0.11, -0.07, -0.16], [0.03, -0.02, 0.06], [0.01, 0.02, -0.01], [-0.01, -0.02, 0.02], [0.00, 0.01, -0.02], [0.03, -0.02, -0.04], [-0.04, 0.01, 0.04], [0.04, -0.06, 0.04], [-0.01, -0.01, 0.00], [0.00, -0.02, -0.01], [0.00, 0.00, -0.01], [-0.01, 0.00, -0.01], [0.00, 0.01, 0.01], [0.03, -0.03, 0.01], [-0.04, 0.07, -0.02], [0.01, -0.03, -0.03], [0.00, 0.04, 0.01], [0.00, 0.02, -0.02], [-0.02, 0.00, -0.01], [0.00, -0.06, 0.06], [0.00, 0.00, 0.00], [0.00, 0.00, 0.00], [0.00, 0.00, 0.00], [-0.04, 0.02, 0.00], [-0.01, 0.01, 0.02], [-0.01, 0.00, 0.00], [0.00, 0.00, 0.00], [0.00, 0.00, 0.00], [0.01, -0.01, -0.01], [0.00, 0.00, 0.01], [0.00, 0.01, 0.00], [0.00, 0.00, 0.00], [0.00, -0.01, 0.00], [-0.05, 0.05, 0.01], [0.00, 0.00, 0.00], [-0.01, 0.01, 0.00], [0.02, -0.02, 0.00], [-0.02, 0.01, 0.00], [0.01, 0.02, 0.00], [-0.01, -0.05, -0.02], [0.00, 0.01, 0.02], [0.01, -0.02, 0.03], [-0.01, 0.02, 0.02], [0.02, 0.00, -0.02], [-0.02, 0.01, 0.00], [0.02, -0.01, 0.01], [-0.02, -0.01, 0.00], [0.02, 0.01, 0.02], [0.00, -0.04, -0.05], [0.00, 0.00, 0.00], [0.00, 0.00, 0.00], [0.04, 0.08, -0.02], [0.00, 0.00, -0.01], [0.00, 0.01, 0.00], [0.00, 0.00, 0.00], [0.00, 0.00, 0.00], [0.00, 0.00, 0.00], [-0.01, 0.00, 0.00], [0.00, 0.02, 0.01], [0.00, -0.02, -0.03], [0.03, 0.02, -0.01], [-0.03, 0.10, 0.03], [-0.01, -0.08, 0.01], [-0.04, -0.09, -0.05], [0.00, -0.01, -0.01], [0.00, 0.01, -0.01], [0.02, -0.02, 0.01], [-0.01, 0.00, 0.01], [0.00, 0.00, 0.00], [0.00, 0.02, 0.02], [0.00, 0.00, 0.00], [0.01, 0.00, -0.01], [0.01, 0.00, 0.00], [-0.01, 0.03, -0.02], [-0.01, 0.01, 0.04], [0.02, 0.12, -0.04], [-0.28, -0.69, 0.04], [-0.04, -0.10, 0.08], [0.04, 0.00, 0.00], [0.01, 0.00, 0.00], [0.00, 0.01, 0.00], [-0.01, 0.07, -0.02], [0.02, 0.01, -0.03], [-0.01, 0.00, -0.01]],
  "homo_energy_ev": -1.19,
  "de_lowest_kcal_mol": 17.7,
  "charge": -2
}

=====

no.,E_LUMO (hartree)
1,-0.006
2,0.129